ORCA calculation (ωB97M-V/def2-TZVPD) on C26H43N3OsP2 as an isolated structure.

The calculation puts the gap between HOMO and LUMO (alpha / beta) at 5.5 / 4.3 eV. As for the total charge: +2. Its HOMO energy (alpha / beta) is -11.83 / -13.68 eV. The spin multiplicity is 5.

Structure (XYZ):
```
75
Properties=species:S:1:pos:R:3:forces:R:3
Os 0.27255 -0.61454 0.67831 2.98 2.99 -4.31
C -0.53995 -2.29616 1.71193 -0.84 -0.80 1.17
C 0.83655 -2.55519 1.46946 1.37 -2.19 1.18
C 0.68665 -0.64737 2.77192 -0.82 -0.50 2.23
C -0.64837 -1.12685 2.51513 -0.24 -0.33 3.23
C 1.58886 -1.53673 2.11655 0.87 -1.03 1.17
C -1.71470 -3.16867 1.41194 0.12 -0.06 -0.59
H -1.49076 -3.84415 0.58080 -0.14 -0.05 0.17
H -2.58994 -2.57559 1.13110 0.05 -0.12 0.19
H -1.97344 -3.76336 2.29454 0.10 0.09 -0.12
C -1.87612 -0.76244 3.28791 -0.51 0.17 -0.51
H -2.71279 -0.46360 2.62354 0.42 -0.09 0.38
H -1.68173 0.06345 3.97508 -0.18 -0.24 -0.04
H -2.21166 -1.65698 3.83698 0.11 0.40 -0.01
C 1.05423 0.33443 3.83159 0.28 0.56 -0.21
H 1.61398 -0.20727 4.61278 -0.35 0.26 -0.12
H 0.15961 0.82227 4.23711 0.40 -0.19 0.08
H 1.71065 1.12948 3.44430 -0.41 -0.59 0.49
C 3.07605 -1.49114 2.21723 0.30 0.21 -0.71
H 3.46942 -2.13250 3.01326 -0.28 0.09 0.02
H 3.43726 -0.47245 2.37617 -0.05 -0.12 0.20
H 3.52241 -1.84219 1.28073 0.04 -0.04 0.16
C 1.45973 -3.76678 0.81919 -0.32 0.40 -0.60
H 1.91066 -4.45767 1.55054 -0.28 0.37 -0.11
H 2.26168 -3.41770 0.14546 -0.30 -0.44 0.11
H 0.68712 -4.31273 0.24759 0.58 0.13 0.16
C -1.80405 0.74034 -3.48562 -1.13 -1.23 -0.31
C -1.84183 -0.59832 -3.30835 -0.78 1.14 -1.31
C -0.98532 -1.59504 -4.05078 -0.57 -0.54 0.13
C 0.52303 -1.35043 -4.01664 0.48 -0.99 -0.72
C 1.09570 -0.64244 -2.82588 0.59 2.10 -0.99
C 1.15160 0.71585 -2.82931 0.75 -1.45 -0.57
C 0.62882 1.62883 -3.87639 -0.66 0.96 -0.63
C -0.84377 1.44895 -4.37490 0.42 0.97 -0.53
H -1.27627 -1.69052 -5.12638 -0.11 0.21 0.87
H 0.82537 -0.89031 -4.98460 -0.04 0.17 0.86
H -1.21930 -2.56758 -3.59484 0.20 0.06 -0.23
H -0.83116 1.07184 -5.40427 -0.10 -0.46 0.30
H -2.65868 1.34043 -3.11550 0.67 -0.38 0.12
H -2.62661 -1.02061 -2.67058 0.02 0.23 -0.64
H -1.22358 2.46409 -4.50580 -0.01 -0.01 -0.05
H 0.71777 2.66306 -3.47436 -0.05 -0.55 -0.25
H 1.82498 1.27694 -2.20738 -0.17 -0.36 0.44
H 1.27295 1.64565 -4.78154 -0.10 -0.23 0.57
H 0.99828 -2.34171 -4.05462 -0.09 0.21 -0.07
H 1.69737 -1.23181 -2.13768 -0.18 0.10 0.20
P -1.58856 0.78652 0.14045 -0.61 1.22 2.46
P 1.68786 1.41554 0.45243 -0.33 0.43 -0.48
C -0.84765 2.09950 -0.90397 -0.15 -0.14 -0.14
C 0.51800 2.63468 -0.41169 0.40 -0.29 0.08
H -1.60260 2.89653 -0.87176 0.19 0.01 0.04
H -0.82153 1.75270 -1.93482 0.16 0.04 0.30
H 1.08934 3.07400 -1.24271 -0.36 0.03 0.16
H 0.33823 3.40360 0.35048 0.19 -0.23 -0.26
C 2.33114 2.51115 1.76952 -0.07 -0.32 0.11
H 2.96645 1.96294 2.46246 0.16 0.10 -0.11
H 1.48977 2.93946 2.32068 0.08 -0.07 -0.08
H 2.92757 3.32357 1.34710 -0.11 -0.12 -0.26
C 3.20776 0.86665 -0.49198 -0.39 0.02 -0.17
H 3.69321 1.75133 -0.93393 0.01 -0.35 0.17
H 2.94764 0.14825 -1.29053 0.17 0.51 0.52
H 3.90169 0.32478 0.16485 -0.21 0.50 0.14
C -3.38864 0.55776 0.12322 -0.72 0.33 -0.94
H -3.68130 -0.43498 0.50527 0.40 0.43 -0.03
H -3.80594 0.64650 -0.89267 -0.02 0.04 0.24
H -3.85368 1.32808 0.75973 0.30 -0.20 -0.22
C -1.15157 -1.01645 -0.72622 -0.59 -1.20 -1.20
H -0.45551 -1.90834 -0.54140 -0.17 -0.02 -0.51
H -0.86967 -0.72442 -1.72645 -0.14 0.33 -0.31
H -2.13314 -1.45988 -0.66818 -0.14 -0.11 -0.03
N -1.23926 2.06114 1.79138 -0.02 0.81 0.04
C -1.66197 2.75250 2.66527 -0.82 0.58 1.23
N -2.13340 3.52056 3.57199 0.56 -0.81 -2.43
C -1.90005 3.32303 4.84741 0.82 -0.84 4.62
N -1.69746 3.15854 6.00836 -0.62 0.49 -3.72
```
Forces are in eV/Å.



ORCA calculation (ωB97M-V/def2-TZVPD) on an isolated ion of composition C5H13NOS and charge +1.

The calculation puts the gap between HOMO and LUMO (alpha / beta) at 8.8 / 3.7 eV. As for the total charge: +1. Its HOMO energy (alpha / beta) is -12.56 / -12.41 eV. The spin multiplicity is 2.

Structure (XYZ):
```
21
Properties=species:S:1:pos:R:3:forces:R:3
C 0.73267 0.17107 -1.76460 -2.01 0.19 -0.06
N -0.12105 1.38021 -1.49427 1.44 -1.63 0.46
C 0.31194 2.23532 -0.40740 -0.28 0.03 -1.92
O 1.09166 3.36164 -0.77709 -0.45 -0.10 0.44
C -0.16448 -1.10498 -1.54095 0.06 -0.68 1.04
C 0.00672 -1.68927 -0.08618 0.92 1.99 0.20
C -0.47252 -0.68980 1.08706 -0.09 -2.77 -0.17
S -0.67624 -1.99557 2.39986 0.51 0.82 -0.42
H 1.04714 0.28139 -2.80004 0.35 -0.64 -0.02
H 1.59432 0.11254 -1.08491 -0.11 0.26 -0.36
H -0.44715 1.77946 -2.35917 -0.12 0.49 0.21
H -0.59802 2.53237 0.07568 -0.16 0.86 0.64
H 0.87977 1.57629 0.21611 0.45 -0.17 0.78
H 1.44144 3.24675 -1.66428 0.05 -0.15 -0.02
H -1.21306 -0.93322 -1.73795 -0.27 0.69 0.04
H -0.02134 -2.03694 -2.09062 0.89 0.35 -0.66
H -0.51353 -2.62166 0.03495 -0.23 -0.65 -0.36
H 1.09054 -1.82556 0.05186 -0.40 -0.39 0.18
H 0.34386 -0.10046 1.48060 -0.33 0.74 -0.31
H -1.46389 -0.33602 0.82242 0.31 0.85 0.38
H -2.00222 -1.97897 2.51298 -0.51 -0.07 -0.06
```
Forces are in eV/Å.



ORCA calculation (ωB97M-V/def2-TZVPD) on a 2-piece molecular cluster, C7H14N2O3 overall.

Its structure (SMILES) is CC(C)=[N+]([O-])O.CC(C)=NC=O. The calculation puts the gap between HOMO and LUMO at 9.0 eV. Its HOMO energy is -8.74 eV.

Structure (XYZ):
```
26
Properties=species:S:1:pos:R:3:forces:R:3
C 1.44085 -0.84144 1.63044 -0.42 0.02 1.18
C -0.05490 -0.95822 1.84732 0.40 0.83 0.55
C -0.65843 0.36066 2.29841 -2.24 -0.11 -2.04
N -0.62823 -2.09877 1.79898 -1.38 -1.83 -1.11
O -0.18378 -3.21725 1.42495 0.03 0.53 0.36
O -2.03153 -2.07097 2.07308 -0.69 0.44 0.34
H 1.57547 0.04760 1.04386 0.29 0.86 0.18
H 1.98824 -0.80672 2.62518 -0.61 0.16 -1.21
H 1.88414 -1.58763 1.02458 0.11 -1.26 -0.31
H -0.40216 1.05793 1.46398 -0.27 -0.28 0.62
H -0.00582 0.60063 3.08401 0.30 0.93 1.59
H -1.81500 0.50569 2.50209 2.65 -0.85 -0.16
H -2.51896 -2.89993 1.81323 1.84 0.62 -0.01
C 0.51863 0.76590 -3.28964 -0.21 -0.95 -1.42
C -0.00372 0.69777 -1.88350 -0.52 -0.28 -1.70
C -1.04142 -0.33848 -1.52149 -0.83 1.16 1.95
N 0.45175 1.43179 -0.99249 -1.78 -1.96 1.69
C 0.94214 2.60879 -0.77835 3.15 1.37 2.38
O 0.81182 3.57946 -1.47086 -0.38 1.14 -0.29
H -0.27132 0.53121 -4.08662 1.00 0.39 1.26
H 1.27169 -0.04479 -3.37274 -0.33 0.23 -0.10
H 1.04414 1.69815 -3.54075 -0.41 -0.20 0.35
H -1.63137 0.03278 -0.58408 0.87 -0.31 -1.79
H -1.76554 -0.52257 -2.34861 0.91 -0.56 0.70
H -0.45423 -1.13985 -1.03153 -0.59 -0.45 -1.00
H 1.53755 2.60824 0.27056 -0.88 0.37 -2.02
```
Forces are in eV/Å.



Electronic energy (computed, Ha): -1953.2415, -726.1039, -610.1707
Energy relative to the best compared isomer or geometry (same formula, charge and spin) (computed, kJ/mol): 0.0, 230.0, 616.6